A) Below is C15H19N3O2 in the gas phase, with properties calculated with ωB97M-V/def2-TZVPD.

Geometry (Å):
C  -6.79  -0.05  0.64
C  -5.33  0.36  0.71
C  -5.04  1.50  -0.27
C  -4.44  -0.85  0.39
N  -3.03  -0.56  0.55
C  -2.16  -0.56  -0.48
O  -2.47  -0.86  -1.61
C  -0.75  -0.15  -0.07
C  0.24  -0.43  -1.21
C  1.58  0.10  -0.88
N  2.67  -0.58  -0.67
C  3.59  0.39  -0.38
C  4.98  0.10  -0.07
C  5.87  1.13  0.22
C  7.18  0.84  0.52
C  7.62  -0.48  0.53
C  6.73  -1.51  0.24
C  5.41  -1.22  -0.06
N  3.08  1.60  -0.42
O  1.77  1.42  -0.75
H  -7.01  -0.84  1.35
H  -7.44  0.80  0.87
H  -7.04  -0.41  -0.35
H  -5.10  0.70  1.72
H  -5.66  2.36  -0.04
H  -5.25  1.18  -1.29
H  -4.00  1.80  -0.22
H  -4.71  -1.69  1.05
H  -4.58  -1.16  -0.64
H  -2.72  -0.26  1.46
H  -0.45  -0.68  0.83
H  -0.75  0.92  0.15
H  -0.13  0.04  -2.12
H  0.32  -1.50  -1.38
H  5.51  2.15  0.20
H  7.87  1.64  0.74
H  8.65  -0.70  0.76
H  7.08  -2.53  0.25
H  4.71  -2.01  -0.28

Calculated values
HOMO ... -9.0 eV
Multiplicity ... 1
SMILES ... CC(C)CNC(=O)CCc1nc(-c2ccccc2)no1

B) Below is C15H19N3O2 in the gas phase, with properties calculated with ωB97M-V/def2-TZVPD.

Geometry (Å):
C  1.26  -4.24  1.90
C  1.80  -2.90  2.39
C  0.80  -2.25  3.35
C  2.14  -1.93  1.23
C  3.30  -2.42  0.37
N  0.96  -1.62  0.44
C  0.51  -2.24  -0.65
O  1.02  -3.17  -1.24
C  -0.84  -1.65  -1.14
O  -0.77  -0.29  -1.53
C  -0.93  0.66  -0.62
N  -1.03  0.36  0.66
C  -1.22  1.38  1.52
N  -1.32  2.64  1.24
C  -1.21  2.99  -0.07
C  -1.30  4.34  -0.44
C  -1.20  4.70  -1.76
C  -1.00  3.73  -2.75
C  -0.90  2.40  -2.42
C  -1.01  2.01  -1.08
H  1.98  -4.73  1.26
H  0.34  -4.10  1.34
H  1.06  -4.88  2.75
H  2.73  -3.07  2.94
H  1.16  -1.28  3.70
H  0.64  -2.89  4.21
H  -0.16  -2.10  2.85
H  2.44  -0.97  1.69
H  4.17  -2.61  1.00
H  3.56  -1.66  -0.36
H  3.04  -3.32  -0.16
H  0.34  -0.92  0.84
H  -1.59  -1.77  -0.35
H  -1.14  -2.20  -2.04
H  -1.29  1.09  2.56
H  -1.45  5.07  0.34
H  -1.27  5.74  -2.04
H  -0.92  4.04  -3.78
H  -0.75  1.64  -3.17

Calculated values
HOMO ... -9.1 eV
Multiplicity ... 1
SMILES ... CC(C)[C@@H](C)NC(=O)COc1ncnc2ccccc12

Most stable structure: B)

A) Below is a molecular structure, C26H36N3P2Pd, with properties calculated with ωB97M-V/def2-TZVPD.

Geometry (Å):
Pd  -0.10  -0.02  0.16
C  -0.43  1.19  -2.67
N  0.17  -0.01  -2.07
C  -0.44  -1.21  -2.69
C  1.61  -0.02  -2.34
C  2.02  -0.04  -3.66
C  3.36  -0.03  -4.00
C  4.28  -0.01  -2.98
C  3.89  0.01  -1.65
C  2.53  0.00  -1.27
N  2.00  -0.02  0.02
C  2.70  0.02  1.22
C  4.10  0.08  1.43
C  4.66  0.08  2.68
C  3.88  0.02  3.82
C  2.51  -0.02  3.66
C  1.93  -0.01  2.40
N  0.47  -0.03  2.32
C  -0.05  -1.24  2.99
C  -0.07  1.17  2.99
H  -0.24  1.23  -3.75
H  0.00  2.08  -2.21
H  -1.50  1.16  -2.52
H  -0.25  -1.23  -3.77
H  -1.52  -1.16  -2.54
H  -0.03  -2.10  -2.24
H  1.28  -0.05  -4.45
H  3.66  -0.04  -5.04
H  5.34  0.00  -3.20
H  4.68  0.02  -0.94
H  4.78  0.13  0.61
H  5.74  0.12  2.77
H  4.32  0.02  4.81
H  1.88  -0.05  4.54
H  0.31  -1.31  4.02
H  0.28  -2.12  2.45
H  -1.13  -1.19  3.01
H  0.29  1.25  4.02
H  -1.15  1.11  3.01
H  0.25  2.06  2.45
C  -2.05  -3.29  -0.56
P  -2.07  -1.60  0.16
C  -3.09  -1.96  1.65
C  -3.32  -0.69  -0.84
C  -4.30  -1.37  -1.56
C  -5.26  -0.68  -2.29
C  -5.25  0.72  -2.29
C  -4.29  1.40  -1.56
C  -3.32  0.71  -0.83
P  -2.06  1.60  0.17
C  -2.02  3.29  -0.55
C  -3.08  1.96  1.65
H  -2.91  -3.87  -0.22
H  -1.14  -3.80  -0.25
H  -2.07  -3.26  -1.65
H  -4.04  -2.39  1.33
H  -3.30  -1.05  2.21
H  -2.58  -2.67  2.30
H  -4.32  -2.45  -1.57
H  -6.01  -1.21  -2.86
H  -6.00  1.26  -2.85
H  -4.30  2.48  -1.56
H  -2.87  3.88  -0.20
H  -2.04  3.26  -1.64
H  -1.11  3.79  -0.24
H  -4.02  2.41  1.34
H  -2.56  2.66  2.31
H  -3.30  1.05  2.21

Calculated values
HOMO (spin up / spin down) ... -9.4 / -9.4 eV
Multiplicity ... 1
Charge ... +1

B) Below is a molecular structure, C26H36N3P2Pd, with properties calculated with ωB97M-V/def2-TZVPD.

Geometry (Å):
Pd  -0.37  0.02  -0.03
C  0.88  2.11  -2.59
N  1.37  1.40  -1.42
C  2.37  0.42  -1.83
C  1.92  2.25  -0.38
C  2.63  3.40  -0.70
C  3.17  4.21  0.29
C  2.98  3.85  1.62
C  2.28  2.70  1.95
C  1.74  1.86  0.96
N  1.00  0.72  1.28
C  0.38  0.65  2.55
C  1.07  0.30  3.71
C  0.39  0.19  4.92
C  -0.98  0.42  4.97
C  -1.67  0.78  3.82
C  -1.00  0.89  2.62
N  -1.64  1.31  1.36
C  -3.08  1.01  1.34
C  -1.45  2.76  1.15
H  1.69  2.61  -3.15
H  0.15  2.87  -2.30
H  0.42  1.40  -3.27
H  3.19  0.89  -2.39
H  1.92  -0.36  -2.45
H  2.81  -0.04  -0.94
H  2.77  3.67  -1.73
H  3.72  5.10  0.03
H  3.38  4.47  2.41
H  2.13  2.46  2.99
H  2.13  0.11  3.65
H  0.93  -0.08  5.82
H  -1.51  0.32  5.91
H  -2.74  0.96  3.88
H  -3.63  1.61  2.07
H  -3.24  -0.05  1.55
H  -3.47  1.25  0.35
H  -1.96  3.33  1.94
H  -1.88  3.03  0.19
H  -0.40  3.01  1.16
C  -3.35  -1.70  -0.99
P  -1.80  -0.91  -1.55
C  -2.38  0.20  -2.86
C  -0.91  -2.29  -2.33
C  -1.27  -2.85  -3.55
C  -0.56  -3.93  -4.06
C  0.50  -4.47  -3.34
C  0.86  -3.93  -2.11
C  0.16  -2.83  -1.61
P  0.53  -2.03  -0.02
C  2.27  -2.34  0.36
C  -0.28  -3.05  1.26
H  -3.88  -2.10  -1.86
H  -3.98  -0.96  -0.50
H  -3.13  -2.51  -0.30
H  -2.87  -0.37  -3.66
H  -1.57  0.78  -3.27
H  -3.12  0.88  -2.42
H  -2.09  -2.45  -4.13
H  -0.83  -4.36  -5.01
H  1.06  -5.31  -3.73
H  1.69  -4.35  -1.56
H  2.92  -2.05  -0.47
H  2.42  -3.39  0.58
H  2.53  -1.74  1.23
H  -0.01  -4.10  1.14
H  -1.36  -2.94  1.21
H  0.05  -2.69  2.24

Calculated values
HOMO ... -9.7 eV
Multiplicity ... 1
Charge ... +1

Most stable structure: B)

A) Below is 4 unconnected molecules or ions with the total composition C3H13O3S, with properties calculated with ωB97M-V/def2-TZVPD.

Geometry (Å):
C  1.26  3.56  0.37
C  1.55  2.38  -0.54
C  1.07  1.05  0.05
S  -0.75  0.81  -0.07
H  1.66  4.50  -0.05
H  0.22  3.68  0.68
H  1.85  3.46  1.29
H  2.60  2.30  -0.74
H  1.08  2.53  -1.51
H  1.66  0.21  -0.32
H  1.23  1.08  1.12
H  -3.59  -2.34  0.82
H  -2.28  -3.09  0.67
O  -3.24  -3.23  0.69
H  -0.59  -1.21  0.30
H  0.28  -2.47  0.57
O  -0.58  -2.10  0.81
H  -1.42  -4.43  -1.24
H  -0.93  -2.99  -1.12
O  -1.08  -3.70  -1.77

Calculated values
HOMO ... -3.0 eV
Multiplicity ... 1
Charge ... -1

B) Below is 4 unconnected molecules or ions with the total composition C3H13O3S, with properties calculated with ωB97M-V/def2-TZVPD.

Geometry (Å):
C  0.89  -1.80  0.50
C  -0.35  -1.20  1.09
C  -1.35  -0.91  -0.12
S  -0.88  0.22  -1.42
H  1.65  -2.10  1.29
H  1.68  -1.17  0.07
H  0.85  -2.71  -0.09
H  -0.98  -1.85  1.68
H  -0.23  -0.32  1.69
H  -2.16  -0.34  0.36
H  -1.73  -1.90  -0.55
H  2.24  2.90  1.24
H  1.54  3.98  2.11
O  2.31  3.41  2.07
H  -2.10  -0.35  -2.83
H  -3.60  -0.38  -2.66
O  -2.97  -0.29  -3.38
H  1.81  0.91  0.08
H  1.45  2.06  -0.95
O  1.95  1.83  -0.17

Calculated values
HOMO ... -3.1 eV
Multiplicity ... 1
Charge ... -1

Most stable structure: A)

A) Below is C7H15NO2S in the gas phase, with properties calculated with ωB97M-V/def2-TZVPD.

Geometry (Å):
C  -1.02  1.50  -0.67
C  -0.42  0.61  0.44
C  -1.56  0.43  1.50
C  0.85  1.04  1.08
N  1.99  1.00  0.19
S  1.72  -0.11  -1.00
O  1.77  0.54  -2.29
O  2.76  -1.11  -0.95
C  0.14  -0.90  -0.43
C  0.52  -1.89  0.58
C  -0.75  -1.27  -1.56
H  -1.65  2.19  -0.11
H  -1.60  0.85  -1.39
H  -0.20  2.09  -1.20
H  -1.60  1.27  2.04
H  -1.19  -0.45  2.19
H  -2.62  0.36  1.07
H  0.82  2.01  1.60
H  1.09  0.37  1.98
H  2.08  1.86  -0.34
H  0.58  -2.92  0.23
H  -0.27  -1.73  1.33
H  1.42  -1.66  1.09
H  -1.72  -1.49  -1.07
H  -0.27  -2.16  -1.98
H  -0.88  -0.41  -2.33

Calculated values
HOMO ... -9.9 eV
Multiplicity ... 1
SMILES ... CC1(C)CNS(=O)(=O)C1(C)C

B) Below is C7H15NO2S in the gas phase, with properties calculated with ωB97M-V/def2-TZVPD.

Geometry (Å):
N  1.22  -3.76  0.89
C  -0.02  -2.98  1.01
C  0.10  -1.62  0.33
C  -1.27  -1.03  0.02
C  -1.34  0.48  0.06
C  -0.28  1.18  -0.81
C  -0.13  2.64  -0.38
S  1.02  2.81  1.05
O  0.24  3.49  -1.45
C  1.50  3.30  -1.96
O  2.48  3.88  -1.56
H  1.02  -4.75  0.92
H  1.84  -3.57  1.67
H  -0.29  -2.84  2.06
H  -0.81  -3.55  0.52
H  0.65  -0.93  0.98
H  0.68  -1.77  -0.57
H  -1.98  -1.42  0.75
H  -1.63  -1.39  -0.95
H  -1.25  0.84  1.09
H  -2.32  0.81  -0.28
H  -0.62  1.17  -1.84
H  0.67  0.66  -0.70
H  -1.09  3.00  -0.04
H  0.09  2.77  2.01
H  1.54  2.61  -2.81

Calculated values
HOMO ... -9.4 eV
Multiplicity ... 1
SMILES ... NCCCCC[C@@H](S)OC=O

Most stable structure: B)

A) Below is 2 unconnected molecules or ions with the total composition C6H11N3O, with properties calculated with ωB97M-V/def2-TZVPD.

Geometry (Å):
C  -0.73  -0.46  -2.14
C  0.72  -0.25  -1.85
C  1.47  0.84  -1.50
N  2.74  0.35  -1.20
C  2.69  -1.00  -1.49
N  1.51  -1.40  -1.78
H  -1.24  -0.34  -1.18
H  -0.97  -1.42  -2.58
H  -1.08  0.34  -2.79
H  1.22  1.86  -1.73
H  3.54  0.91  -1.08
H  3.63  -1.50  -1.27
C  -2.55  0.61  1.99
C  -1.14  0.57  2.61
N  -0.35  -0.49  2.25
O  -0.77  1.29  3.53
H  -3.15  0.65  2.90
H  -2.65  -0.28  1.39
H  -2.64  1.59  1.54
H  0.50  -0.70  2.75
H  -0.75  -1.18  1.64

Calculated values
HOMO ... -8.7 eV
Multiplicity ... 1
SMILES ... Cc1c[nH]cn1.CC(N)=O

B) Below is 2 unconnected molecules or ions with the total composition C6H11N3O, with properties calculated with ωB97M-V/def2-TZVPD.

Geometry (Å):
C  2.22  -1.89  0.35
C  0.80  -1.66  0.73
C  -0.20  -2.57  0.90
N  -1.29  -1.85  1.32
C  -0.92  -0.56  1.40
N  0.34  -0.41  1.07
H  2.36  -1.89  -0.73
H  2.57  -2.85  0.74
H  2.93  -1.18  0.77
H  -0.21  -3.64  0.89
H  -2.21  -2.21  1.50
H  -1.57  0.22  1.73
C  0.25  2.11  -1.93
C  -1.06  2.52  -1.35
N  -1.22  2.31  -0.02
O  -1.95  3.01  -2.03
H  0.87  1.58  -1.22
H  0.77  2.97  -2.35
H  0.10  1.41  -2.76
H  -2.13  2.45  0.40
H  -0.46  2.11  0.61

Calculated values
HOMO ... -8.9 eV
Multiplicity ... 1
SMILES ... Cc1c[nH]cn1.CC(N)=O

Most stable structure: B)

A) Below is a molecular structure, C3H7N, with properties calculated with ωB97M-V/def2-TZVPD.

Geometry (Å):
C  -0.34  -0.65  1.25
C  0.05  0.16  0.04
C  0.13  -0.58  -1.28
N  0.28  1.46  0.03
H  0.50  -1.34  1.44
H  -0.44  0.04  2.09
H  -1.22  -1.26  1.08
H  1.16  -0.97  -1.35
H  -0.84  1.18  -0.03
H  0.02  0.11  -2.11
H  -0.53  -1.45  -1.39

Calculated values
HOMO ... -7.9 eV
Multiplicity ... 1

B) Below is C3H7N in the gas phase, with properties calculated with ωB97M-V/def2-TZVPD.

Geometry (Å):
C  1.37  0.95  0.42
C  0.27  -0.09  0.49
C  -0.58  -0.25  -0.52
N  -1.57  -1.23  -0.59
H  1.12  1.70  -0.32
H  1.54  1.42  1.40
H  2.31  0.48  0.11
H  0.25  -0.70  1.38
H  -0.49  0.34  -1.42
H  -2.32  -1.06  -1.24
H  -1.90  -1.56  0.30

Calculated values
HOMO ... -7.9 eV
Multiplicity ... 1
SMILES ... C/C=C/N

Most stable structure: B)